Entry 1:
Formula: C12H13N2O
Source: OMol25
Level of theory: the ωB97M-V functional and the def2-TZVPD basis

CARTESIAN COORDINATES (ANGSTROEM)
O: -0.1081 -2.1839 -0.9579
N: 1.7778 0.1746 0.8193
N: 0.3688 -1.8030 1.3729
C: -1.9277 -0.0708 -1.0284
C: 2.9522 0.8659 0.7661
C: -1.7277 0.0467 1.3724
C: -2.8827 0.8838 1.3371
C: -3.4581 1.2731 0.1371
C: 3.5241 1.1705 -0.4360
C: 1.8286 -0.0791 -1.5388
C: -2.9759 0.9019 -1.0862
C: -1.2002 -0.3365 0.1397
C: 2.9066 0.7569 -1.6502
C: 0.0959 -1.2299 0.0051
C: 1.2570 -0.2974 -0.2916
H: 3.3502 0.8558 -2.6746
H: 1.1327 -0.1717 1.6524
H: -0.9795 -2.6061 -0.7980
H: 4.4182 1.7748 -0.3966
H: -4.3261 2.0021 0.2611
H: 1.2102 -0.4681 -2.4641
H: -1.2249 -0.1630 2.2264
H: 1.2687 -2.3052 1.3818
H: -3.3426 1.3055 2.3280
H: 3.2113 1.2000 1.7528
H: -1.4791 -0.3967 -1.8847
H: -0.2903 -2.3817 1.7200
H: -3.3795 1.2814 -2.0650

The net charge is +1. Its spin multiplicity is 1. The calculated total energy comes out at -17675.135 eV. Its relative energy (zero: lowest compared OMol25 entry of this formula, charge and spin) is 37.5 kcal/mol. As for the HOMO-LUMO gap: 0.3025 hartree. The HOMO energy is -12.424 eV. The structure (SMILES) is N[C@@](O)(c1ccccc1)c1cccc[nH+]1. The molecular weight is 201.2 g mol⁻¹.

---

Entry 2:
Formula: C12H13N7O6Si
Source: OMol25
Level of theory: the ωB97M-V functional and the def2-TZVPD basis

CARTESIAN COORDINATES (ANGSTROEM)
Si: -1.2226 7.3094 -3.0089
O: 3.1518 -0.2949 2.5328
O: 2.7001 0.1284 -2.0701
O: 1.1280 0.9736 -3.5121
O: -2.3546 2.8719 1.7272
O: 1.0996 0.3980 3.2676
O: -2.7326 2.1763 -0.3483
N: 1.5412 0.8789 -2.3686
N: -1.9715 2.3695 0.6448
N: 2.9823 0.1585 -0.7346
N: -1.4207 5.5109 -2.7781
N: -0.0195 1.0663 2.8076
N: -1.1158 3.4371 -1.9915
N: 2.1015 0.2650 2.2649
C: 0.2860 1.4014 1.5231
C: 1.5768 0.9553 1.1818
C: 0.5378 7.5487 -3.5005
C: -2.1289 3.3959 -2.9465
C: 1.9900 0.9175 -0.1784
C: -2.4065 7.7514 -4.3565
C: -0.7219 4.6893 -1.8990
C: -2.3135 4.6577 -3.4458
C: 1.0566 1.3562 -1.1497
C: -0.2537 1.7498 -0.8805
C: -1.6836 8.0723 -1.3934
C: -0.6084 1.9027 0.4711
H: 0.7187 8.6308 -3.5689
H: -2.7512 7.9294 -1.1798
H: -2.2939 8.8361 -4.5173
H: 0.0427 5.1200 -1.2548
H: -2.6307 2.4817 -3.2053
H: -0.9760 1.7165 -1.7084
H: 0.7392 7.1037 -4.4839
H: -1.4882 9.1519 -1.4616
H: -1.1017 7.6698 -0.5551
H: -3.0263 4.9666 -4.2035
H: -2.1743 7.2278 -5.2959
H: 1.2417 7.1276 -2.7723
H: -3.4487 7.5422 -4.0716

The net charge is 0. Its spin multiplicity is 1. The calculated total energy comes out at -43236.100 eV. As for the HOMO-LUMO gap: 0.2734 hartree. The HOMO energy is -8.836 eV. The molecular weight is 379.4 g mol⁻¹.